Record 1
Density functional theory data (ωB97M-V with the def2-TZVPD basis set) for a single C4H7NO molecule.

total charge = 0
multiplicity = 1
HOMO = -9.40 eV
relative energy (zero: lowest compared OMol25 entry of this formula, charge and spin) = 18.8 kcal/mol
gap between HOMO and LUMO = 10.441 eV
SMILES = CC1=NCCO1

XYZ file:
```
13
Properties=species:S:1:pos:R:3:forces:R:3:nbo_charge:R:1
C -1.569 1.092 -0.976 -0.01 -0.01 -0.03 -0.6695
C -0.523 0.246 -0.335 -0.17 -0.19 -0.15 0.5484
N -0.403 -1.013 -0.434 -0.02 0.41 0.04 -0.4812
C 0.716 -1.386 0.434 0.17 -0.13 0.12 -0.2754
C 1.351 -0.042 0.841 0.18 -0.14 0.07 -0.0957
O 0.366 0.925 0.443 -0.07 0.04 -0.03 -0.5014
H -2.249 1.486 -0.213 0.11 -0.05 -0.09 0.2343
H -2.136 0.493 -1.689 0.08 0.08 0.12 0.2403
H -1.108 1.945 -1.482 -0.06 -0.12 0.06 0.2317
H 0.331 -1.941 1.298 0.06 0.06 -0.11 0.1947
H 1.414 -2.042 -0.096 -0.09 0.12 0.08 0.2038
H 2.279 0.171 0.298 -0.14 -0.04 0.07 0.1786
H 1.531 0.065 1.913 -0.04 -0.02 -0.15 0.1916
```
Forces are in eV/Å.

Record 2
Density functional theory data (ωB97M-V with the def2-TZVPD basis set) for C4H7NO as an isolated structure.

total charge = 0
multiplicity = 1
HOMO = -10.18 eV
relative energy (zero: lowest compared OMol25 entry of this formula, charge and spin) = 97.1 kcal/mol
gap between HOMO and LUMO = 10.232 eV

XYZ file:
```
13
Properties=species:S:1:pos:R:3:forces:R:3:nbo_charge:R:1
C 0.294 0.327 0.476 0.33 2.16 -1.13 -0.1476
C 0.454 0.936 -0.842 -0.10 -3.40 -1.10 0.1652
C -1.020 0.270 1.170 0.10 0.36 0.48 -0.6701
O 1.332 0.485 -1.658 -0.42 1.82 0.58 -0.6809
C 0.558 -1.924 -1.015 0.24 0.69 -0.90 0.0085
N -0.143 -2.679 -0.500 0.31 0.12 -0.03 -0.4144
H 1.106 -0.974 -1.560 -0.60 -1.41 1.09 0.3124
H 1.141 -0.220 0.874 0.03 0.11 -0.15 0.2492
H 0.798 1.661 0.250 -0.32 -0.99 1.07 0.2660
H -0.449 1.436 -1.232 0.38 0.52 0.27 0.1794
H -1.737 0.985 0.769 0.02 0.01 -0.07 0.2265
H -0.912 0.432 2.243 -0.10 -0.01 -0.02 0.2288
H -1.421 -0.736 1.025 0.12 0.02 -0.08 0.2771
```
Forces are in eV/Å.

Record 3
Density functional theory data (ωB97M-V with the def2-TZVPD basis set) for a single C4H7NO molecule.

total charge = 0
multiplicity = 1
HOMO = -9.75 eV
relative energy (zero: lowest compared OMol25 entry of this formula, charge and spin) = 41.9 kcal/mol
gap between HOMO and LUMO = 10.757 eV
SMILES = CC(=O)N1CC1

XYZ file:
```
13
Properties=species:S:1:pos:R:3:forces:R:3:nbo_charge:R:1
C 1.941 -0.084 -0.363 0.08 -0.08 -0.07 -0.7101
C 0.702 0.560 0.178 0.18 0.27 0.03 0.6824
O 0.638 1.762 0.350 0.21 -0.39 -0.10 -0.5839
N -0.338 -0.281 0.595 0.29 0.10 0.21 -0.4473
C -1.379 -0.831 -0.271 0.03 -0.08 -0.14 -0.2408
C -1.608 0.396 0.554 -0.15 0.06 0.30 -0.2579
H 2.275 0.495 -1.227 0.00 -0.16 0.10 0.2395
H 2.711 0.000 0.410 -0.06 -0.10 -0.14 0.2472
H 1.790 -1.133 -0.622 0.05 0.10 0.02 0.2210
H -1.773 -1.770 0.123 0.02 0.27 -0.16 0.2062
H -1.300 -0.824 -1.357 0.19 0.36 0.24 0.2049
H -2.239 0.293 1.428 0.04 0.08 0.02 0.2007
H -1.419 1.417 0.204 -0.90 -0.43 -0.31 0.2380
```
Forces are in eV/Å.

Record 4
Density functional theory data (ωB97M-V with the def2-TZVPD basis set) for a single C4H7NO molecule.

total charge = 0
multiplicity = 1
HOMO = -9.57 eV
relative energy (zero: lowest compared OMol25 entry of this formula, charge and spin) = 42.6 kcal/mol
gap between HOMO and LUMO = 9.372 eV
SMILES = CC/N=C\C=O

XYZ file:
```
13
Properties=species:S:1:pos:R:3:forces:R:3:nbo_charge:R:1
C -0.515 -1.517 -1.129 -0.03 -0.04 -0.04 -0.6047
N 0.673 0.530 -0.608 -0.10 0.27 0.28 -0.3341
C 0.434 -0.830 -0.151 -0.01 -0.12 0.09 -0.2567
C 0.416 1.549 0.101 0.09 -0.10 -0.23 0.0007
C -0.133 1.633 1.497 -0.08 0.24 0.15 0.3517
O -0.360 2.711 1.996 0.09 -0.45 -0.19 -0.4845
H -0.582 -2.588 -0.914 0.00 0.15 -0.01 0.2131
H -0.154 -1.385 -2.153 -0.05 -0.03 0.14 0.2204
H -1.520 -1.088 -1.064 0.14 -0.04 -0.01 0.2068
H 0.047 -0.914 0.873 0.06 0.03 -0.16 0.1671
H 1.406 -1.336 -0.174 -0.12 0.07 -0.02 0.2095
H 0.606 2.537 -0.331 -0.02 -0.11 0.05 0.1904
H -0.318 0.698 2.057 0.01 0.13 -0.05 0.1203
```
Forces are in eV/Å.

Record 5
Density functional theory data (ωB97M-V with the def2-TZVPD basis set) for a single C4H7NO molecule.

total charge = 0
multiplicity = 1
HOMO = -7.44 eV
relative energy (zero: lowest compared OMol25 entry of this formula, charge and spin) = 101.4 kcal/mol
gap between HOMO and LUMO = 8.395 eV

XYZ file:
```
13
Properties=species:S:1:pos:R:3:forces:R:3:nbo_charge:R:1
C 1.117 -0.354 1.326 -0.04 0.00 -0.02 -0.6284
C 0.366 0.699 0.551 0.04 0.07 0.26 -0.0601
C 0.502 0.803 -0.964 0.18 0.12 -0.08 -0.4737
N -0.681 0.288 -0.343 -0.30 -0.39 0.02 -0.3417
C -1.537 -0.590 -0.692 0.10 0.19 0.34 0.4439
O -1.626 -0.864 -1.978 0.15 0.11 -0.23 -0.6410
H 0.572 -0.713 2.206 0.02 0.09 -0.11 0.2036
H 2.061 0.074 1.666 -0.01 -0.01 0.00 0.2237
H 1.346 -1.196 0.673 0.00 -0.01 -0.02 0.2223
H 0.066 1.564 1.139 0.05 0.07 -0.04 0.1903
H 0.343 1.816 -1.351 -0.07 -0.11 0.15 0.1752
H -0.793 -0.460 -2.332 -0.15 -0.19 -0.26 0.5018
H -2.172 -1.141 -0.011 0.04 0.07 -0.01 0.1842
```
Forces are in eV/Å.

Record 6
Density functional theory data (ωB97M-V with the def2-TZVPD basis set) for a single C4H7NO molecule.

total charge = 0
multiplicity = 1
HOMO = -9.82 eV
relative energy (zero: lowest compared OMol25 entry of this formula, charge and spin) = 65.6 kcal/mol
gap between HOMO and LUMO = 10.889 eV
SMILES = O=CC[C@H]1CN1

XYZ file:
```
13
Properties=species:S:1:pos:R:3:forces:R:3:nbo_charge:R:1
O 1.474 2.005 0.511 0.04 -0.49 -0.19 -0.5202
C 1.854 0.950 0.067 -0.19 0.17 0.16 0.4489
C 1.018 -0.302 -0.102 -0.17 -0.08 0.13 -0.5192
C -0.401 -0.242 0.451 0.04 0.45 0.12 -0.0680
C -1.589 0.151 -0.327 0.58 1.01 -0.34 -0.2615
N -1.285 -1.278 -0.075 -0.77 0.37 -1.16 -0.6268
H 2.923 0.817 -0.228 -0.22 0.05 -0.02 0.1043
H 1.574 -1.078 0.442 -0.05 -0.05 -0.08 0.2340
H 1.069 -0.612 -1.158 -0.21 0.11 0.22 0.2449
H -0.420 0.102 1.482 -0.10 -0.39 0.10 0.2036
H -1.615 0.485 -1.350 0.37 0.25 -0.17 0.1962
H -2.360 0.576 0.330 0.08 -0.10 -0.54 0.1818
H -2.228 -1.422 0.256 0.60 -1.31 1.78 0.3819
```
Forces are in eV/Å.